18
Properties=species:S:1:pos:R:3 method="wB97M-V/def2-TZVPD" smiles="CC=C=NCCC" mol_weight_da=97.161 relative_energy_kj_mol=132.33 orbital_gap_ha=0.3468 energy_ev=-7889.1599 homo_ev=-8.40
C 1.400 -0.713 -2.483
C 1.356 0.287 -1.355
C 0.225 0.804 -0.933
N -0.847 1.288 -0.592
C -1.693 0.615 0.401
C -1.001 -0.435 1.268
C 0.052 0.155 2.205
H 1.961 -0.328 -3.342
H 1.877 -1.646 -2.163
H 0.388 -0.954 -2.823
H 2.277 0.585 -0.861
H -2.515 0.160 -0.165
H -2.139 1.396 1.026
H -0.540 -1.191 0.619
H -1.771 -0.951 1.854
H 0.593 -0.633 2.738
H -0.410 0.812 2.951
H 0.791 0.747 1.655

121
Properties=species:S:1:pos:R:3 method="wB97M-V/def2-TZVPD" mol_weight_da=1029.960 relative_energy_kj_mol=105.88 multiplicity=2 orbital_gap_ha="0.2061 / 0.2015" energy_ev=-134324.8455 homo_ev="-5.84 / -5.84" s2=0.79
Mn 0.226 0.402 1.165
C 2.088 -6.417 -4.951
O 2.306 -5.533 -6.022
C 1.538 -4.404 -6.090
C 0.585 -4.036 -5.143
C -0.091 -2.846 -5.260
C 0.131 -1.993 -6.365
C 1.060 -2.403 -7.345
C 1.757 -3.572 -7.197
N -0.503 -0.823 -6.531
N -1.395 -0.382 -5.739
C -1.411 0.204 -4.577
C -2.781 0.261 -4.064
C -3.174 0.087 -2.796
C -1.228 1.303 -1.774
O -1.054 1.185 -0.344
C -0.018 1.110 -2.617
N 1.135 1.370 -2.040
C 2.247 1.312 -2.759
C 2.217 1.055 -4.121
C 1.012 0.741 -4.714
C -0.170 0.674 -3.956
H 2.865 -7.175 -5.026
H 1.106 -6.894 -5.027
H 2.176 -5.907 -3.989
H 0.361 -4.670 -4.300
H -0.804 -2.561 -4.501
H 1.220 -1.765 -8.201
H 2.492 -3.877 -7.926
H -3.524 0.265 -4.850
H -4.216 0.073 -2.513
H 3.162 1.520 -2.222
H 3.124 1.097 -4.707
H 0.975 0.565 -5.781
N 1.169 1.898 3.445
P 2.147 1.293 2.154
C 2.733 2.846 1.404
C 3.721 3.656 1.960
C 4.014 4.873 1.373
C 3.329 5.288 0.240
C 2.337 4.488 -0.307
C 2.036 3.274 0.277
C 3.620 0.709 3.026
C 4.856 0.726 2.379
C 5.973 0.208 3.002
C 5.865 -0.346 4.269
C 4.633 -0.393 4.904
C 3.509 0.115 4.282
P -0.455 1.571 3.041
C -1.100 1.087 4.678
C -1.714 1.941 5.586
C -2.078 1.466 6.834
C -1.828 0.147 7.181
C -1.205 -0.705 6.281
C -0.839 -0.234 5.035
C -1.295 3.150 2.730
C -0.624 4.285 2.288
C -1.346 5.394 1.888
C -2.731 5.380 1.915
C -3.404 4.246 2.345
C -2.690 3.132 2.736
H 1.479 2.591 4.127
H 4.260 3.326 2.838
H 4.780 5.503 1.800
H 3.576 6.233 -0.220
H 1.804 4.808 -1.189
H 1.279 2.620 -0.155
H 4.934 1.164 1.393
H 6.928 0.234 2.499
H 6.741 -0.749 4.755
H 4.549 -0.831 5.887
H 2.539 0.065 4.761
H -1.908 2.971 5.318
H -2.559 2.128 7.540
H -2.115 -0.215 8.158
H -1.011 -1.732 6.555
H -0.339 -0.872 4.309
H 0.460 4.300 2.250
H -0.821 6.270 1.535
H -3.284 6.248 1.588
H -4.484 4.234 2.368
H -3.207 2.234 3.049
C -5.187 -3.379 2.580
C -4.003 -3.269 3.292
C -2.966 -2.509 2.788
C -3.099 -1.857 1.566
C -4.290 -1.969 0.853
C -5.328 -2.725 1.367
P -1.609 -1.025 0.933
C -2.242 0.314 -0.248
C -3.420 1.106 0.180
C -3.705 2.321 -0.342
C -3.000 3.024 -1.374
C -1.925 2.593 -2.066
C -2.122 0.042 -1.763
C -0.920 -2.321 -0.132
C -1.626 -3.403 -0.621
C -0.968 -4.380 -1.369
C 0.370 -4.253 -1.647
C 1.111 -3.140 -1.201
C 2.473 -2.978 -1.518
C 3.162 -1.905 -1.023
C 2.540 -0.991 -0.170
C 1.199 -1.073 0.185
C 0.473 -2.164 -0.389
H -5.995 -3.983 2.966
H -3.882 -3.783 4.233
H -2.029 -2.422 3.323
H -4.400 -1.481 -0.106
H -6.247 -2.816 0.807
H -4.060 0.682 0.940
H -4.578 2.833 0.042
H -3.402 3.994 -1.639
H -1.506 3.201 -2.855
H -1.477 -0.834 -1.907
H -2.679 -3.514 -0.406
H -1.520 -5.240 -1.720
H 0.894 -5.027 -2.191
H 2.957 -3.706 -2.152
H 4.206 -1.770 -1.276
H 3.154 -0.186 0.229

95
Properties=species:S:1:pos:R:3 method="wB97M-V/def2-TZVPD" mol_weight_da=570.683 relative_energy_kj_mol=81.70 orbital_gap_ha=0.3434 energy_ev=-56065.4568 homo_ev=-9.00
C -0.579 -1.295 3.680
C -2.000 -1.612 3.993
O -2.215 -2.991 3.742
H 0.170 -1.852 4.236
H -0.346 -0.278 3.944
H -0.446 -1.674 2.720
H -2.784 -0.953 3.469
H -2.319 -1.461 5.091
H -3.107 -3.092 4.035
C 0.019 3.409 3.245
C 0.713 4.754 2.975
O 0.930 4.863 1.614
H 0.728 2.594 2.900
H -0.967 3.368 2.684
H -0.180 3.250 4.264
H 1.694 4.866 3.412
H 0.057 5.535 3.284
H 0.118 5.156 1.239
C 0.189 1.221 -4.001
C 0.625 2.375 -4.823
O 0.128 3.636 -4.430
H -0.850 0.921 -4.163
H 0.403 1.297 -2.963
H 0.742 0.352 -4.404
H 0.315 2.175 -5.800
H 1.730 2.415 -4.870
H 0.802 4.246 -4.722
C 2.637 -0.212 -2.154
O 1.955 -0.126 -0.896
N 3.217 0.783 -2.712
N 2.782 -1.329 -2.801
H 3.101 1.752 -2.478
H 3.422 0.675 -3.739
H 2.620 -2.148 -2.224
H 3.180 -1.394 -3.782
C -2.246 -4.051 -0.077
O -2.914 -3.870 -1.291
N -2.003 -3.109 0.755
N -1.892 -5.236 0.320
H -2.287 -2.200 0.433
H -1.930 -3.135 1.775
H -1.981 -6.041 -0.385
H -1.322 -5.433 1.106
C 1.310 -3.714 -0.619
O 2.622 -3.465 -1.026
N 0.689 -4.774 -0.855
N 0.592 -2.978 0.224
H 1.112 -5.278 -1.660
H -0.212 -4.882 -0.490
H 1.071 -2.045 0.379
H -0.459 -3.010 0.510
C -3.356 2.599 -0.204
O -2.881 3.362 0.847
N -2.583 1.885 -0.907
N -4.605 2.505 -0.565
H -1.514 1.952 -0.895
H -2.986 1.196 -1.641
H -5.219 3.285 -0.167
H -4.964 1.773 -1.181
C -0.814 -1.731 -2.902
O -1.975 -1.803 -3.680
H -0.900 -0.890 -2.255
H 0.131 -1.860 -3.463
H -0.793 -2.616 -2.237
H -2.588 -2.369 -3.207
C -4.166 -0.803 0.680
O -2.881 -0.655 0.271
H -4.272 -0.943 1.767
H -4.761 -1.477 0.151
H -4.656 0.117 0.492
H -2.755 0.320 0.055
C 2.517 3.519 -0.876
O 2.323 3.477 -2.274
H 2.092 4.398 -0.535
H 3.537 3.633 -0.584
H 2.105 2.611 -0.326
H 1.347 3.503 -2.350
C 3.466 1.549 2.004
O 3.803 0.640 0.975
H 4.218 2.159 2.251
H 2.968 1.122 2.920
H 2.618 2.138 1.607
H 3.634 1.100 0.131
C -0.255 0.517 0.943
O 0.023 1.284 -0.194
H -1.070 0.923 1.388
H 0.524 0.590 1.684
H -0.497 -0.489 0.701
H 0.725 0.782 -0.622
C 3.035 -2.518 2.454
O 2.323 -1.428 1.896
H 3.223 -3.158 1.568
H 2.342 -3.044 3.141
H 3.950 -2.301 2.972
H 2.952 -0.859 1.506

9
Properties=species:S:1:pos:R:3 method="wB97M-V/def2-TZVPD" mol_weight_da=158.415 relative_energy_kj_mol=255.78 orbital_gap_ha="0.3073 / 0.2833" energy_ev=-42197.2797 homo_ev="-9.57 / -9.08"
C 1.407 -1.250 -0.021
C 1.268 0.105 0.002
C -1.440 0.538 0.022
N 1.566 -2.397 -0.051
Cl -1.626 2.075 -0.709
Cl -1.879 0.422 1.675
Cl -1.932 -0.800 -0.948
H 1.338 0.675 -0.906
H 1.298 0.632 0.937

15
Properties=species:S:1:pos:R:3 method="wB97M-V/def2-TZVPD" smiles="[H]/N=C/N.NC(N)=O" mol_weight_da=104.113 relative_energy_kj_mol=75.75 orbital_gap_ha=0.3827 energy_ev=-10211.8277 homo_ev=-9.71
H 0.021 1.602 0.860
N -0.841 1.454 0.332
C -1.790 1.244 1.129
N -3.147 1.283 0.675
H -1.668 0.954 2.181
H -3.617 2.054 1.144
H -3.642 0.462 1.016
N 0.767 -0.977 -0.437
C 1.973 -0.658 -0.991
N 2.709 -1.767 -1.426
O 2.360 0.479 -1.164
H 0.381 -1.872 -0.683
H 0.118 -0.241 -0.201
H 3.649 -1.476 -1.658
H 2.727 -2.541 -0.776

99
Properties=species:S:1:pos:R:3 method="wB97M-V/def2-TZVPD" mol_weight_da=892.961 total_charge=+1 orbital_gap_ha=0.2359 energy_ev=-119228.5501 homo_ev=-11.06
O 3.906 -4.502 -3.434
C 4.816 -4.007 -4.020
O 5.701 -4.868 -4.694
C 5.140 -2.486 -4.068
C 6.411 -2.025 -3.493
C 6.721 -0.614 -3.559
N 5.828 0.268 -4.125
C 4.623 -0.127 -4.668
C 4.203 -1.539 -4.678
C 2.846 -1.871 -5.361
C 1.810 -2.657 -4.464
C 1.756 -2.209 -2.957
I 0.309 -0.583 -2.723
H 6.591 -4.507 -4.493
H 7.120 -2.757 -3.046
H 7.693 -0.238 -3.154
H 6.127 1.253 -4.151
H 3.979 0.652 -5.130
H 3.012 -2.471 -6.301
H 2.364 -0.882 -5.613
H 1.916 -3.773 -4.573
H 0.792 -2.431 -4.897
H 1.305 -3.068 -2.386
H 2.743 -1.982 -2.491
C -3.600 -1.665 -0.470
C -4.318 -0.930 0.666
C -4.265 0.566 0.350
S -4.181 0.699 -1.435
O -2.899 1.266 -1.796
O -5.425 1.237 -1.933
C -4.136 -1.056 -1.761
H -3.777 -2.740 -0.432
H -2.522 -1.496 -0.396
H -5.359 -1.260 0.712
H -3.865 -1.143 1.634
H -5.153 1.085 0.709
H -3.370 1.031 0.766
H -3.505 -1.256 -2.626
H -5.158 -1.384 -1.957
C -4.275 0.109 6.654
C -4.206 -1.365 7.069
C -4.663 -2.198 5.869
S -4.267 -1.239 4.410
O -5.499 -0.860 3.757
O -3.184 -1.879 3.695
C -3.625 0.184 5.277
H -3.769 0.756 7.371
H -5.320 0.427 6.590
H -3.183 -1.620 7.325
H -4.820 -1.566 7.944
H -4.145 -3.154 5.823
H -5.742 -2.360 5.881
H -3.873 1.094 4.732
H -2.541 0.071 5.347
C -4.696 4.648 -1.862
C -3.750 5.845 -1.724
C -4.077 6.539 -0.398
S -4.733 5.267 0.682
O -6.116 5.568 0.959
O -3.781 4.997 1.734
C -4.669 3.942 -0.513
H -4.390 3.980 -2.668
H -5.708 5.000 -2.080
H -2.715 5.491 -1.709
H -3.847 6.535 -2.564
H -3.190 6.976 0.058
H -4.844 7.302 -0.524
H -5.510 3.269 -0.365
H -3.728 3.409 -0.368
C 6.578 4.436 -7.676
C 8.081 4.446 -7.967
C 8.786 3.810 -6.765
S 7.611 2.670 -6.042
O 7.253 3.144 -4.718
O 8.053 1.312 -6.270
C 6.266 3.037 -7.158
H 5.991 4.674 -8.564
H 6.346 5.180 -6.908
H 8.281 3.856 -8.866
H 8.450 5.455 -8.150
H 9.680 3.264 -7.063
H 9.041 4.555 -6.010
H 5.316 2.977 -6.628
H 6.294 2.303 -7.965
C -0.358 -3.951 9.911
C -0.766 -5.415 9.722
C -2.185 -5.425 9.144
S -2.362 -3.897 8.226
O -3.358 -3.082 8.882
O -2.416 -4.191 6.814
C -0.748 -3.242 8.619
H 0.708 -3.851 10.116
H -0.906 -3.521 10.754
H -0.079 -5.897 9.020
H -0.719 -5.971 10.659
H -2.341 -6.269 8.473
H -2.938 -5.434 9.933
H -0.801 -2.159 8.722
H -0.073 -3.509 7.804

23
Properties=species:S:1:pos:R:3 method="wB97M-V/def2-TZVPD" mol_weight_da=113.204 relative_energy_kj_mol=187.84 total_charge=+1 multiplicity=2 orbital_gap_ha="0.3163 / 0.1750" energy_ev=-8983.2544 homo_ev="-12.42 / -12.41" s2=0.76
C 0.260 -0.714 3.682
C 0.087 -0.159 2.315
C -0.371 -0.862 1.226
N 0.244 1.201 2.215
H -0.514 -0.305 4.337
H 1.238 -0.393 4.043
H 0.188 -1.795 3.693
H -0.356 -0.407 0.230
H -0.633 -1.912 1.272
H 0.961 1.570 2.837
H 0.466 1.526 1.274
C 0.499 0.332 -2.263
C -0.767 -0.099 -2.291
C -1.871 0.672 -2.977
C 1.609 -0.299 -1.462
H 0.713 1.261 -2.788
H -1.049 -1.102 -1.959
H -2.410 0.050 -3.698
H -2.612 1.129 -2.322
H -1.374 1.463 -3.549
H 1.513 -1.380 -1.370
H 1.634 0.236 -0.500
H 2.544 -0.013 -1.945

18
Properties=species:S:1:pos:R:3 method="wB97M-V/def2-TZVPD" smiles=CNCCSS.O mol_weight_da=141.261 relative_energy_kj_mol=131.72 orbital_gap_ha=0.3422 energy_ev=-28496.2312 homo_ev=-8.94
C 1.503 0.892 -0.515
N 0.671 0.871 0.683
C 0.146 -0.455 1.030
C -0.801 -0.953 -0.081
S -1.368 -2.749 0.257
S -0.401 -3.599 -1.362
H 1.770 -0.121 -0.794
H 2.542 1.293 -0.418
H 1.071 1.330 -1.429
H -0.114 1.580 0.510
H 1.070 -1.088 1.248
H -0.364 -0.263 1.970
H -0.451 -0.863 -1.081
H -1.692 -0.296 -0.062
H 0.958 -3.741 -1.073
O -1.866 2.700 0.294
H -1.424 2.159 0.947
H -1.249 3.304 -0.123

86
Properties=species:S:1:pos:R:3 method="wB97M-V/def2-TZVPD" mol_weight_da=812.434 multiplicity=7 orbital_gap_ha="0.0649 / 0.3917" energy_ev=-119241.5442 homo_ev="-1.50 / -10.43" s2=12.00
Mn 0.685 -0.411 0.386
P 3.408 -1.213 2.102
F 2.306 -0.778 3.244
F 2.114 -1.919 1.271
F 2.982 -0.029 1.082
F 4.464 -1.670 0.945
F 4.493 -0.126 2.782
F 3.833 -2.475 2.968
C 0.448 -5.191 4.634
C -0.661 -4.849 3.722
C -1.806 -3.840 4.242
O -2.009 -2.967 3.188
C -0.902 -2.874 2.430
O -0.506 -1.901 1.787
O -0.140 -3.897 2.729
H 0.218 -6.019 5.305
H 0.866 -4.389 5.243
H 1.368 -5.464 4.117
H -1.275 -5.677 3.368
H -1.600 -3.426 5.229
H -2.803 -4.262 4.367
C -0.934 4.717 3.965
C -0.529 3.209 4.234
C -1.504 2.253 4.888
O -1.531 1.151 3.894
C -0.581 1.411 2.941
O -0.089 0.614 2.102
O -0.081 2.659 3.118
H -1.083 5.306 4.869
H -1.974 4.679 3.641
H -0.170 5.268 3.417
H 0.292 3.239 4.950
H -2.471 2.747 4.979
H -1.166 1.996 5.892
C 1.871 4.973 -2.302
C 1.893 5.112 -0.808
C 0.536 5.362 -0.105
O 0.210 4.019 0.053
C 1.248 3.163 0.037
O 1.230 1.948 0.179
O 2.369 3.857 -0.164
H 1.142 4.283 -2.726
H 2.866 4.729 -2.673
H 1.841 6.051 -2.461
H 2.571 5.889 -0.458
H -0.045 6.139 -0.604
H 0.678 5.690 0.924
C -4.038 0.366 -4.050
C -2.601 1.173 -3.707
C -2.848 2.415 -2.819
O -2.443 1.876 -1.550
C -1.660 0.772 -1.750
O -1.025 0.260 -0.873
O -1.491 0.521 -3.039
H -4.471 0.620 -5.018
H -4.913 0.464 -3.408
H -3.790 -0.605 -4.480
H -2.260 1.388 -4.719
H -3.851 2.840 -2.775
H -2.100 3.145 -3.129
C -3.532 -5.055 -0.755
C -2.036 -5.120 -0.588
C -1.380 -5.283 -2.017
O -0.493 -4.186 -2.128
C -0.650 -3.281 -1.117
O 0.043 -2.250 -0.859
O -1.604 -3.804 -0.345
H -3.726 -4.367 -1.577
H -3.887 -4.562 0.150
H -3.913 -6.044 -1.013
H -1.659 -5.772 0.200
H -2.137 -5.319 -2.801
H -0.896 -6.254 -1.914
C 4.226 1.904 -4.093
C 2.885 1.086 -4.370
C 3.095 -0.409 -4.551
O 2.801 -0.841 -3.189
C 2.123 0.137 -2.509
O 1.686 -0.140 -1.379
O 2.018 1.293 -3.266
H 4.845 1.394 -3.355
H 4.006 2.952 -3.891
H 4.790 1.740 -5.011
H 2.349 1.366 -5.277
H 4.135 -0.557 -4.843
H 2.329 -0.950 -5.107